1.
Formula: CH8N2
Source: OMol25
Level of theory: the ωB97M-V functional and the def2-TZVPD basis

Summary:
- relative energy (zero: lowest compared OMol25 entry of this formula, charge and spin) (eV) = 0.780
- energy (Eh) = -152.3610
- orbital gap (Ha) = 0.3799
- HOMO level (eV) = -9.379
- max |F| (eV/A) = 3.28

The geometry in ORCA input format:
```
! RIJCOSX wB97M-V def2-TZVPD def2/J DEFGRID3
* xyz 0 1
C 0.057 -0.739 -0.924
N 0.948 0.179 -1.596
H 0.448 -1.823 -0.977
H -1.016 -0.753 -1.251
H -0.187 -0.675 0.152
H 0.956 0.187 -2.573
H 0.811 1.113 -1.384
N -0.797 0.476 2.380
H -0.122 1.199 2.244
H -1.740 0.892 2.217
H -0.553 -0.289 1.634
*
```

=====

2.
Formula: C29H38MgNO2P2Si
Source: OMol25
Level of theory: the ωB97M-V functional and the def2-TZVPD basis

Summary:
- relative energy (zero: lowest compared OMol25 entry of this formula, charge and spin) (eV) = 0.000
- energy (Eh) = -2505.3213
- orbital gap (Ha) = 0.3314
- HOMO level (eV) = -11.235
- max |F| (eV/A) = 1.93

The geometry in ORCA input format:
```
! RIJCOSX wB97M-V def2-TZVPD def2/J DEFGRID3
* xyz 1 1
Mg 1.289 0.633 0.029
P 2.152 -1.586 1.073
C 3.806 -1.195 0.336
C 3.819 -0.627 -1.048
N 2.789 0.184 -1.414
C 2.805 0.794 -2.604
C 3.876 0.625 -3.481
C 4.938 -0.201 -3.104
C 4.924 -0.843 -1.875
C 1.677 1.671 -3.060
P 0.576 2.316 -1.724
H 5.741 -1.459 -1.477
H 3.823 1.122 -4.439
H 5.769 -0.353 -3.773
H 2.069 2.526 -3.625
H 1.012 1.115 -3.741
H 4.103 -0.340 1.070
H 4.540 -2.023 0.452
H 3.395 1.366 1.722
O 4.255 0.765 1.962
H 5.077 1.172 1.629
H -0.464 0.548 0.886
O 2.194 1.806 1.276
H 1.757 2.381 1.914
C 1.471 3.852 -1.295
H 1.557 4.514 -2.167
H 0.889 4.346 -0.498
H 2.459 3.611 -0.877
C -0.915 2.904 -2.539
H -1.573 3.294 -1.755
H -0.699 3.677 -3.282
H -1.409 2.045 -3.007
C 1.769 -3.254 0.536
H 2.404 -3.964 1.072
H 0.706 -3.441 0.731
H 1.951 -3.311 -0.544
C 2.497 -1.728 2.858
H 1.530 -1.811 3.374
H 3.123 -2.609 3.059
H 3.010 -0.819 3.210
C -2.258 -3.710 -2.270
C -1.675 -2.515 -2.701
C -1.477 -1.453 -1.812
C -1.893 -1.563 -0.469
C -2.482 -2.765 -0.044
C -2.651 -3.827 -0.936
Si -1.794 -0.130 0.702
C -2.982 1.176 0.154
C -2.891 2.464 0.719
C -3.780 3.460 0.312
C -4.746 3.203 -0.663
C -4.819 1.929 -1.234
C -3.944 0.915 -0.834
C -2.135 -0.703 2.415
C -3.064 -0.023 3.217
C -3.214 -0.392 4.560
C -2.453 -1.441 5.106
C -1.541 -2.120 4.291
C -1.381 -1.769 2.948
H -2.417 -4.534 -2.971
H -1.393 -2.405 -3.750
H -1.023 -0.520 -2.166
H -2.831 -2.863 0.981
H -3.126 -4.747 -0.590
H -2.133 2.658 1.474
H -3.733 4.440 0.788
H -5.448 3.978 -0.960
H -5.580 1.707 -1.985
H -4.006 -0.081 -1.271
H -3.679 0.756 2.780
H -3.928 0.147 5.187
H -2.555 -1.700 6.157
H -0.955 -2.943 4.699
H -0.704 -2.328 2.307
*
```

=====

3.
Formula: CH3FO2S
Source: OMol25
Level of theory: the ωB97M-V functional and the def2-TZVPD basis

Summary:
- relative energy (zero: lowest compared OMol25 entry of this formula, charge and spin) (eV) = 3.734
- energy (Eh) = -688.2696
- orbital gap (Ha) = 0.3649
- HOMO level (eV) = -10.367
- max |F| (eV/A) = 7.43

The geometry in ORCA input format:
```
! RIJCOSX wB97M-V def2-TZVPD def2/J DEFGRID3
* xyz 0 1
C 0.931 -0.014 -0.026
S -0.858 0.103 -0.202
O -1.702 -1.652 0.310
O -1.264 0.734 -1.386
F -1.005 0.994 1.057
H 1.483 0.803 -0.416
H 0.939 -0.039 1.089
H 1.475 -0.929 -0.426
*
```

=====

4.
Formula: CH8N3S2
Source: OMol25
Level of theory: the ωB97M-V functional and the def2-TZVPD basis

Summary:
- relative energy (zero: lowest compared OMol25 entry of this formula, charge and spin) (eV) = 0.000
- energy (Eh) = -1003.3460
- orbital gap (Ha) = 0.3777
- HOMO level (eV) = -13.340
- max |F| (eV/A) = 0.29

The geometry in ORCA input format:
```
! RIJCOSX wB97M-V def2-TZVPD def2/J DEFGRID3
* xyz 1 1
S -0.465 2.650 -1.263
S 0.537 1.429 -2.581
H -0.543 3.726 -2.054
H 1.791 1.710 -2.173
N 0.073 -1.257 -0.470
C -0.114 -0.962 0.810
N 0.324 0.204 1.285
N -0.717 -1.830 1.622
H 0.497 -0.577 -1.093
H -0.313 -2.092 -0.875
H 0.070 0.480 2.218
H 0.542 0.946 0.638
H -0.782 -1.652 2.610
H -0.900 -2.774 1.325
*
```

=====

5.
Formula: C43H28BrCl2IN4OPPt
Source: OMol25
Level of theory: the ωB97M-V functional and the def2-TZVPD basis

Summary:
- relative energy (zero: lowest compared OMol25 entry of this formula, charge and spin) (eV) = 0.000
- energy (Eh) = -6202.4718
- orbital gap (alpha / beta) (Ha) = 0.2143 / 0.1793
- HOMO level (alpha / beta) (eV) = -3.628 / -3.639
- max |F| (eV/A) = 0.58
- expectation value of S² = 2.08

The geometry in ORCA input format:
```
! RIJCOSX wB97M-V def2-TZVPD def2/J DEFGRID3
* xyz -1 3
Pt 0.211 -0.154 0.543
Br -5.198 7.034 -6.243
C -4.039 6.905 -4.747
C -2.813 6.271 -4.886
C -1.964 6.179 -3.799
C -2.338 6.722 -2.559
C -3.583 7.360 -2.447
C -4.432 7.450 -3.532
N -1.565 6.655 -1.415
N -0.374 6.132 -1.557
C 0.033 4.929 -1.182
C 1.415 4.636 -1.341
C 1.967 3.419 -1.035
C 1.183 2.365 -0.524
O 1.654 1.214 -0.224
C -0.223 2.638 -0.336
N -0.936 1.604 0.170
C -2.223 1.733 0.404
C -2.891 2.931 0.141
C -2.193 3.994 -0.382
C -0.817 3.877 -0.643
H -2.526 5.851 -5.841
H -1.004 5.691 -3.892
H -3.861 7.778 -1.488
H -5.392 7.939 -3.442
H 2.033 5.435 -1.731
H 3.025 3.236 -1.178
H -2.723 0.859 0.806
H -3.950 3.008 0.344
H -2.701 4.925 -0.584
I 2.967 0.439 2.901
C 3.923 -0.035 1.106
C 4.806 0.928 0.696
C 5.695 0.699 -0.365
C 5.737 -0.538 -0.929
C 4.843 -1.553 -0.518
C 5.013 -2.849 -1.069
C 4.201 -3.865 -0.689
C 3.099 -3.582 0.143
C 2.832 -2.340 0.666
P 1.034 -2.072 1.239
C 0.255 -3.541 0.503
C 0.065 -3.559 -0.878
C -0.626 -4.597 -1.478
C -1.140 -5.631 -0.705
C -0.956 -5.615 0.669
C -0.262 -4.575 1.273
C 1.147 -2.425 3.029
C 2.083 -3.344 3.490
C 2.211 -3.602 4.849
C 1.410 -2.929 5.758
C 0.472 -2.011 5.302
C 0.332 -1.767 3.946
C 3.820 -1.301 0.445
H 4.835 1.874 1.219
H 6.370 1.483 -0.683
H 6.464 -0.776 -1.696
H 5.819 -3.005 -1.778
H 4.341 -4.868 -1.071
H 2.397 -4.387 0.313
H 0.439 -2.738 -1.479
H -0.784 -4.587 -2.549
H -1.698 -6.434 -1.170
H -1.375 -6.403 1.283
H -0.158 -4.553 2.350
H 2.734 -3.855 2.792
H 2.944 -4.321 5.193
H 1.514 -3.120 6.820
H -0.163 -1.488 6.006
H -0.414 -1.082 3.566
Cl -1.792 -0.842 -1.734
C -2.642 -1.796 -0.525
C -3.761 -2.454 -1.005
C -4.533 -3.259 -0.186
C -4.152 -3.379 1.147
C -3.039 -2.723 1.613
Cl -2.653 -2.928 3.307
C -2.172 -1.877 0.832
N -1.112 -1.342 1.430
H -4.016 -2.330 -2.050
H -5.405 -3.773 -0.567
H -4.719 -3.991 1.836
*
```

=====

6.
Formula: C14H16ClNO4OsSe
Source: OMol25
Level of theory: the ωB97M-V functional and the def2-TZVPD basis

Summary:
- relative energy (zero: lowest compared OMol25 entry of this formula, charge and spin) (eV) = 0.645
- energy (Eh) = -3850.0686
- orbital gap (alpha / beta) (Ha) = 0.2760 / 0.1979
- HOMO level (alpha / beta) (eV) = -15.408 / -15.702
- max |F| (eV/A) = 0.65
- expectation value of S² = 6.04

The geometry in ORCA input format:
```
! RIJCOSX wB97M-V def2-TZVPD def2/J DEFGRID3
* xyz 2 5
Os -0.284 -0.620 -0.410
C -4.095 -0.273 1.428
C -2.849 0.404 0.966
C -2.853 1.190 -0.197
C -1.697 1.777 -0.681
C -1.695 2.620 -1.916
C -0.485 1.580 0.052
C -0.479 0.910 1.304
C 0.717 0.995 2.213
C -1.659 0.268 1.702
H -4.648 0.409 2.082
H -3.873 -1.172 2.000
H -4.743 -0.524 0.591
H -3.783 1.316 -0.740
H -2.053 3.620 -1.656
H -2.367 2.221 -2.673
H -0.695 2.724 -2.333
H 0.380 2.169 -0.225
H 0.848 0.085 2.797
H 0.558 1.818 2.914
H 1.629 1.212 1.657
H -1.665 -0.308 2.621
O -2.288 -3.699 -1.862
Cl -1.934 -2.874 -0.794
O -2.313 -3.323 0.486
O -2.351 -1.453 -1.003
O -0.388 -2.641 -0.805
Se 1.425 -0.330 -1.999
C 3.083 -0.597 -1.091
C 4.205 -0.027 -1.703
C 5.468 -0.236 -1.155
N 5.455 -0.977 -0.080
C 4.508 -1.574 0.591
C 3.236 -1.379 0.057
H 4.134 0.575 -2.600
H 6.399 0.164 -1.541
H 4.743 -2.172 1.464
H 2.406 -1.877 0.540
*
```

=====

7.
Formula: C3H13N4
Source: OMol25
Level of theory: the ωB97M-V functional and the def2-TZVPD basis

Summary:
- relative energy (zero: lowest compared OMol25 entry of this formula, charge and spin) (eV) = 6.779
- energy (Eh) = -340.6943
- orbital gap (Ha) = 0.2021
- HOMO level (eV) = -13.216
- max |F| (eV/A) = 7.06

The geometry in ORCA input format:
```
! RIJCOSX wB97M-V def2-TZVPD def2/J DEFGRID3
* xyz 1 1
N -1.034 -1.968 0.925
C -0.371 -1.087 0.089
N 0.763 -1.833 -0.475
N -1.598 -0.413 -0.705
H -1.951 -1.570 1.103
H -1.156 -2.811 0.376
H 1.336 -1.984 0.355
H 0.359 -2.749 -0.665
H -1.003 0.222 -1.238
H -1.718 -1.212 -1.333
C 1.319 1.584 1.165
N 1.114 1.476 -0.294
C -0.054 2.265 -0.675
H 1.469 2.633 1.416
H 0.465 1.197 1.730
H 2.196 1.000 1.448
H 0.915 0.478 -0.481
H -0.954 2.024 -0.095
H -0.269 2.088 -1.735
H 0.194 3.328 -0.549
*
```

=====

8.
Formula: CH4ORb
Source: OMol25
Level of theory: the ωB97M-V functional and the def2-TZVPD basis

Summary:
- relative energy (zero: lowest compared OMol25 entry of this formula, charge and spin) (eV) = 0.000
- energy (Eh) = -139.6107
- orbital gap (Ha) = 0.3920
- HOMO level (eV) = -14.746
- max |F| (eV/A) = 0.45

The geometry in ORCA input format:
```
! RIJCOSX wB97M-V def2-TZVPD def2/J DEFGRID3
* xyz 1 1
Rb 19.018 -6.497 13.907
C 16.440 -5.242 10.773
O 17.532 -5.719 11.588
H 16.072 -4.328 11.227
H 16.777 -5.018 9.763
H 15.662 -6.000 10.732
H 18.201 -6.085 11.002
*
```